Formula: C2H7N2O2P
Source: OMol25
Level of theory: the ωB97M-V functional and the def2-TZVPD basis

Atoms and positions in Å:
N (0.12204, 1.93420, -0.43146)
C (0.60733, 0.87411, -1.12756)
O (1.57373, 0.95734, -1.79631)
C (-0.07176, -0.46572, -1.01599)
O (0.70508, -1.55426, -1.47975)
N (-0.60883, -1.03452, 0.19081)
P (0.45710, -1.40378, 1.52975)
H (-0.56650, 1.80489, 0.28455)
H (0.47379, 2.83940, -0.62721)
H (-0.96612, -0.35988, -1.66540)
H (1.36830, -1.24409, -2.12398)
H (-1.20149, -1.77453, 0.00745)
H (0.39184, -2.82287, 1.48395)
H (-0.38101, -1.55742, 2.80367)

Calculated values
HOMO = -9.54 eV
Energy relative to the best compared isomer or geometry (same formula, charge and spin) = 246.8 kJ/mol
SMILES = NC(=O)[C@@H](O)NP
Kohn-Sham gap = 10.283 eV

=====

Formula: C2H7N2S
Source: OMol25
Level of theory: the ωB97M-V functional and the def2-TZVPD basis

Atoms and positions in Å:
C (3.05434, -0.84207, 0.01194)
S (1.44444, -1.28869, -0.74607)
H (3.03905, -0.97860, 1.11271)
H (3.75711, -1.55841, -0.30037)
H (3.29792, 0.16378, -0.27351)
N (-1.47807, 0.12104, -0.51299)
C (-2.10825, 1.24492, 0.11062)
N (-3.27431, 1.34877, 0.82102)
H (-1.93004, -0.79678, -0.62291)
H (-0.46764, 0.04161, -0.33503)
H (-1.51198, 2.08673, 0.02568)
H (-3.82258, 0.45769, 0.70890)

Calculated values
Multiplicity = 2
HOMO (spin up / spin down) = -8.99 / -8.99 eV
Energy relative to the best compared isomer or geometry (same formula, charge and spin) = 68.2 kJ/mol
Kohn-Sham gap (spin up / spin down) = 9.724 / 6.516 eV
<S²> = 0.753

=====

Formula: C2H7N2S3
Source: OMol25
Level of theory: the ωB97M-V functional and the def2-TZVPD basis

Atoms and positions in Å:
N (0.76425, -0.45233, -1.86977)
C (-0.26732, -0.11282, -0.80826)
S (-0.36267, 1.90691, -0.19322)
N (-0.20689, 1.57585, 1.46964)
C (-0.67737, 0.30456, 1.81152)
S (-2.64919, 0.19527, 1.52259)
S (0.18315, -0.96381, 0.74240)
H (1.60054, -0.16422, -1.36120)
H (0.84313, 0.12888, -2.78821)
H (0.58831, -1.45252, -2.02624)
H (-1.38361, -0.33710, -1.10481)
H (0.62339, 1.93289, 1.96721)
H (-0.57585, -0.02159, 2.86536)
H (-2.84773, -0.90271, 2.23408)

Calculated values
HOMO = -12.70 eV
Energy relative to the best compared isomer or geometry (same formula, charge and spin) = 109.2 kJ/mol
SMILES = [NH3+][C@@H]1SN[C@@H](S)S1
Kohn-Sham gap = 8.627 eV
Total charge = +1

=====

Formula: C2H7N3
Source: OMol25
Level of theory: the ωB97M-V functional and the def2-TZVPD basis

Atoms and positions in Å:
H (-0.95665, -1.19887, 0.35696)
N (-1.80101, -0.83108, 0.07899)
C (-1.54025, 0.30706, -0.21002)
N (-0.28380, 0.95206, -0.12301)
N (0.76662, 0.29669, 0.69386)
C (1.54792, -0.35604, -0.36224)
H (-2.54972, 0.92525, -0.32999)
H (-0.58057, 1.97830, 0.27998)
H (0.07926, -0.47816, 1.24141)
H (0.91916, -0.97331, -1.18473)
H (2.09134, -1.15423, 0.37663)
H (2.30771, 0.53234, -0.81782)

Calculated values
HOMO = -9.79 eV
Energy relative to the best compared isomer or geometry (same formula, charge and spin) = 402.2 kJ/mol
SMILES = [H]/N=C\NNC
Kohn-Sham gap = 10.859 eV

=====

Formula: C2H7N3
Source: OMol25
Level of theory: the ωB97M-V functional and the def2-TZVPD basis

Atoms and positions in Å:
C (-1.39840, -0.66157, -0.22726)
N (-1.31701, 0.70166, 0.40953)
C (-0.17412, 1.28106, 0.07661)
N (1.00569, 0.61019, -0.42451)
N (1.45303, -0.54600, 0.32024)
H (-1.09234, -1.42422, 0.56426)
H (-0.43364, -0.54641, -0.83971)
H (-2.38233, -0.87078, -0.66570)
H (-0.01417, 2.23813, 0.07296)
H (1.81220, 1.30149, -0.23208)
H (0.98234, -0.64706, 1.27247)
H (1.55875, -1.43649, -0.32680)

Calculated values
HOMO = -9.10 eV
Energy relative to the best compared isomer or geometry (same formula, charge and spin) = 341.2 kJ/mol
SMILES = C/N=C\NN
Kohn-Sham gap = 10.066 eV

=====

Formula: C2H7N3
Source: OMol25
Level of theory: the ωB97M-V functional and the def2-TZVPD basis

Atoms and positions in Å:
H (-1.02734, -1.44791, 1.02408)
N (-0.05053, -1.46919, 1.32041)
C (0.52240, -2.39917, 0.61231)
N (0.69820, -2.28161, -0.73511)
H (1.21197, -3.14999, 1.02606)
H (0.29921, -1.41692, -1.08371)
H (0.57700, -3.07777, -1.34905)
C (-0.79707, 2.83591, -0.23995)
N (0.43239, 3.17699, -0.30842)
H (-1.36314, 2.70903, -1.15368)
H (-1.18871, 2.47774, 0.72470)
H (0.68561, 4.04289, 0.16236)

Calculated values
HOMO = -8.57 eV
Energy relative to the best compared isomer or geometry (same formula, charge and spin) = 381.4 kJ/mol
SMILES = [H]/N=C\N.C=N
Kohn-Sham gap = 9.116 eV

=====

Formula: C2H7N3O
Source: OMol25
Level of theory: the ωB97M-V functional and the def2-TZVPD basis

Atoms and positions in Å:
C (-2.29830, 0.14074, 0.23511)
O (-1.71742, -0.98656, -0.33745)
N (-0.31025, -0.91407, -0.12122)
C (0.24337, 0.16724, -0.44517)
N (1.54158, 0.30434, -0.07738)
N (2.39626, -0.72471, 0.08698)
H (-3.26012, -0.14520, 0.64910)
H (-1.68370, 0.52715, 1.10805)
H (-2.56393, 0.86192, -0.58996)
H (-0.14040, 1.05204, -0.84028)
H (1.91191, 1.21730, -0.07045)
H (3.11175, -0.65554, -0.62881)
H (2.76924, -0.84462, 1.03147)

Calculated values
HOMO = -8.41 eV
Energy relative to the best compared isomer or geometry (same formula, charge and spin) = 476.5 kJ/mol
SMILES = CO/N=C/NN
Kohn-Sham gap = 9.251 eV

=====

Formula: C2H7N3O
Source: OMol25
Level of theory: the ωB97M-V functional and the def2-TZVPD basis

Atoms and positions in Å:
H (1.63053, 0.41010, -2.33898)
N (1.09318, 0.24654, -1.50659)
C (1.76265, -0.04477, -0.45886)
N (1.46628, 0.07530, 0.88546)
H (2.80015, -0.34630, -0.63658)
H (2.13857, -0.26725, 1.55720)
H (0.50314, 0.05619, 1.16107)
N (-1.68440, -0.00860, -0.42964)
C (-2.09672, -0.03401, 0.87436)
O (-1.31200, -0.09982, 1.80806)
H (-0.78571, 0.24486, -0.79292)
H (-2.29492, -0.20584, -1.19642)
H (-3.22074, -0.02641, 1.07385)

Calculated values
HOMO = -9.37 eV
Energy relative to the best compared isomer or geometry (same formula, charge and spin) = 88.5 kJ/mol
SMILES = [H]/N=C/N.NC=O
Kohn-Sham gap = 10.382 eV

=====

Formula: C2H7N3O3
Source: OMol25
Level of theory: the ωB97M-V functional and the def2-TZVPD basis

Atoms and positions in Å:
C (-0.11321, -0.36093, 0.14795)
N (-0.14149, -0.59969, -1.26279)
N (0.05229, -1.50221, 0.98343)
O (-2.07731, 0.79125, -0.18528)
N (-1.13291, 0.51545, 0.70705)
H (-2.64996, 1.44248, 0.25292)
H (-0.31516, 0.26430, -1.76677)
H (-0.84270, -1.28220, -1.52618)
H (-0.61317, -2.23995, 0.78300)
H (0.99639, -1.85907, 0.88900)
C (1.00547, 0.80411, 0.48956)
O (2.22279, 0.62054, -0.14339)
O (0.31377, 1.89909, 0.14834)
H (2.10218, 0.83348, -1.07955)
H (1.19305, 0.67335, 1.56272)

Calculated values
HOMO (spin up / spin down) = -8.75 / -9.08 eV
Energy relative to the best compared isomer or geometry (same formula, charge and spin) = 556.4 kJ/mol
Kohn-Sham gap (spin up / spin down) = 7.585 / 8.384 eV

=====

Formula: C2H7N3OS
Source: OMol25
Level of theory: the ωB97M-V functional and the def2-TZVPD basis

Atoms and positions in Å:
C (1.22023, -1.43128, -1.28357)
N (0.20037, -0.32749, -1.52512)
C (-0.57056, -0.07128, -0.40286)
N (-1.78347, -0.38653, -0.49350)
O (-2.71676, -0.01052, 0.62828)
N (0.00873, 0.40975, 0.75579)
S (1.64851, 1.05213, 1.05391)
H (1.42374, -2.01766, -2.37677)
H (0.79903, -2.18979, -0.33060)
H (2.26212, -0.81387, -0.86598)
H (-0.38862, -0.57096, -2.31274)
H (-3.60067, -0.64382, 0.26386)
H (-0.52881, 0.57928, 1.58379)
H (2.51360, 0.05220, 1.10791)

Calculated values
HOMO = -8.68 eV
Energy relative to the best compared isomer or geometry (same formula, charge and spin) = 378.6 kJ/mol
SMILES = CN/C(=N/O)NS
Kohn-Sham gap = 9.225 eV

=====

Which of these has the lowest energy relative to the best compared isomer or geometry (same formula, charge and spin)?
C2H7N2S